{
  "formula": "H4O2",
  "method": "wB97M-V/def2-TZVPD",
  "symbols": ["O", "H", "H", "O", "H", "H"],
  "positions_angstrom": [[-0.4813, 1.0604, -0.0802], [-0.9035, 1.3748, -0.9115], [-0.2040, 1.8828, 0.3835], [0.2062, -1.6735, 0.1637], [0.2433, -0.7504, 0.5024], [1.1392, -1.8942, -0.0578]],
  "forces_ev_per_angstrom": [[-0.08, 1.43, -0.23], [0.46, -0.43, 0.88], [-0.34, -0.82, -0.52], [1.18, 0.38, 0.19], [-0.17, -0.81, -0.58], [-1.04, 0.25, 0.26]],
  "homo_lumo_gap_ev": 11.5,
  "fmax_ev_per_a": 1.5,
  "smiles": "O.O"
}


{
  "formula": "H4O2",
  "method": "wB97M-V/def2-TZVPD",
  "symbols": ["O", "H", "H", "O", "H", "H"],
  "positions_angstrom": [[1.2286, 0.7975, -0.8463], [1.6385, -0.0515, -1.0085], [0.3374, 0.5699, -0.5819], [-1.0116, -0.8609, 0.7913], [-1.6344, -0.2929, 0.3237], [-0.5586, -0.1620, 1.3217]],
  "forces_ev_per_angstrom": [[0.11, 0.35, -0.01], [0.16, -0.25, -0.05], [-0.21, -0.17, 0.02], [0.53, 1.54, 0.45], [-0.42, -0.39, -0.22], [-0.17, -1.08, -0.18]],
  "homo_lumo_gap_ev": 12.2,
  "fmax_ev_per_a": 1.7,
  "smiles": "O.O"
}


{
  "formula": "H4O2",
  "method": "wB97M-V/def2-TZVPD",
  "symbols": ["O", "H", "H", "O", "H", "H"],
  "positions_angstrom": [[0.6601, -0.3029, 0.9187], [0.8413, 0.1104, 1.7632], [0.0341, -1.0522, 1.0792], [-0.7299, 0.2872, -1.0463], [0.0179, 0.6659, -1.6226], [-0.3343, 0.4013, -0.1990]],
  "forces_ev_per_angstrom": [[-0.28, -1.10, 0.67], [-0.01, -0.10, 0.37], [0.87, 0.92, -0.05], [0.93, 1.19, -3.19], [-1.90, -0.96, 1.01], [0.39, 0.04, 1.20]],
  "homo_lumo_gap_ev": 11.3,
  "fmax_ev_per_a": 3.5,
  "smiles": "O.O"
}


{
  "formula": "H4O2",
  "method": "wB97M-V/def2-TZVPD",
  "symbols": ["O", "H", "H", "O", "H", "H"],
  "positions_angstrom": [[0.0834, 0.1236, -1.6223], [-0.4930, -0.4948, -1.0407], [-0.5002, 0.8841, -1.5735], [0.1236, 0.1167, 1.5356], [-0.2241, -0.7510, 1.4472], [1.0104, 0.1214, 1.2536]],
  "forces_ev_per_angstrom": [[-1.89, -1.76, 1.63], [1.76, 1.20, -1.45], [0.18, 0.59, -0.24], [-1.51, 1.33, 0.82], [-0.15, -1.16, -0.08], [1.60, -0.20, -0.67]],
  "homo_lumo_gap_ev": 12.1,
  "fmax_ev_per_a": 3.0,
  "smiles": "O.O"
}


{
  "formula": "H4O2",
  "method": "wB97M-V/def2-TZVPD",
  "symbols": ["O", "H", "H", "O", "H", "H"],
  "positions_angstrom": [[-1.1969, -0.0661, -0.1356], [-1.1367, 0.8880, -0.1117], [-2.0973, -0.1950, 0.2244], [1.5891, 0.1152, -0.0718], [2.1310, -0.6494, -0.2176], [0.7108, -0.0926, 0.3122]],
  "forces_ev_per_angstrom": [[-1.13, -0.14, 0.50], [0.31, 0.51, -0.25], [0.68, -0.29, -0.23], [-0.65, 1.19, 0.36], [-0.16, -0.71, 0.14], [0.96, -0.56, -0.52]],
  "homo_lumo_gap_ev": 11.7,
  "fmax_ev_per_a": 1.4,
  "smiles": "O.O"
}


{
  "formula": "H4O2",
  "method": "wB97M-V/def2-TZVPD",
  "symbols": ["O", "H", "H", "O", "H", "H"],
  "positions_angstrom": [[-0.3578, -1.0145, -0.9926], [-0.6426, -0.2818, -1.5050], [-1.1440, -1.0632, -0.4338], [0.9772, 1.1008, 0.8764], [0.6812, 0.7893, 1.7387], [0.4860, 0.4694, 0.3162]],
  "forces_ev_per_angstrom": [[-0.36, -0.44, 1.08], [0.12, 1.20, -1.42], [0.14, -0.68, 0.35], [-0.74, -0.67, -0.09], [0.28, 0.31, 0.28], [0.56, 0.27, -0.20]],
  "homo_lumo_gap_ev": 11.9,
  "fmax_ev_per_a": 1.9,
  "smiles": "O.O"
}


{
  "formula": "H4O2",
  "method": "wB97M-V/def2-TZVPD",
  "symbols": ["O", "H", "H", "O", "H", "H"],
  "positions_angstrom": [[-1.6083, 1.3244, -0.3485], [-1.7689, 0.4357, -0.0701], [-1.5973, 1.8243, 0.4679], [1.6469, -1.2112, 0.3084], [1.0378, -1.0768, -0.3107], [2.0199, -2.0894, 0.2338]],
  "forces_ev_per_angstrom": [[0.14, 0.66, -0.37], [-0.18, -0.90, 0.21], [0.05, 0.22, 0.16], [3.98, -0.51, 4.35], [-3.83, 0.61, -4.12], [-0.16, -0.08, -0.24]],
  "homo_lumo_gap_ev": 12.5,
  "fmax_ev_per_a": 5.9,
  "smiles": "O.O"
}


{
  "formula": "H4O2",
  "method": "wB97M-V/def2-TZVPD",
  "symbols": ["O", "H", "H", "O", "H", "H"],
  "positions_angstrom": [[1.1344, 1.0124, 0.5160], [0.5273, 0.2593, 0.5100], [1.2125, 1.2688, 1.4402], [-0.8502, -0.9264, -0.4544], [-0.9378, -1.5467, -1.1854], [-1.0862, -0.0673, -0.8264]],
  "forces_ev_per_angstrom": [[-0.13, 0.01, 0.09], [0.19, -0.08, -0.03], [0.00, -0.01, -0.06], [-0.11, 0.19, -0.03], [0.08, 0.01, 0.06], [-0.03, -0.12, -0.03]],
  "homo_lumo_gap_ev": 12.1,
  "fmax_ev_per_a": 0.2,
  "smiles": "O.O"
}